{"formula": "C32H26N6O4Tb", "method": "wB97M-V/def2-TZVPD", "charge": -1, "spin_multiplicity": 7, "e_above_lowest_kcal_mol": 0.00, "homo_lumo_gap_ha": [0.25772, 0.25809], "energy_ha": -2689.17975, "elements": ["Tb", "C", "C", "C", "C", "C", "N", "C", "C", "C", "C", "C", "C", "C", "N", "C", "C", "C", "N", "C", "C", "N", "C", "C", "C", "N", "H", "H", "H", "H", "H", "H", "H", "H", "H", "H", "H", "H", "H", "H", "H", "H", "H", "H", "C", "C", "C", "C", "C", "H", "H", "H", "H", "H", "O", "C", "O", "C", "C", "C", "N", "C", "C", "C", "O", "O", "H", "H", "H"], "coordinates": [[-0.28, 1.04, 0.79], [-5.75, -1.62, -2.53], [-4.35, -1.33, -2.11], [-3.39, -0.92, -3.03], [-2.09, -0.68, -2.64], [-1.65, -0.83, -1.31], [-0.33, -0.57, -0.98], [0.62, -1.00, -1.86], [0.38, -2.13, -2.67], [1.26, -2.57, -3.63], [2.48, -1.94, -3.82], [3.45, -2.36, -4.88], [2.79, -0.90, -2.96], [1.91, -0.42, -2.00], [2.38, 0.65, -1.20], [3.35, 1.53, -1.56], [3.63, 2.32, -0.47], [2.78, 1.85, 0.53], [2.02, 0.85, 0.07], [-2.64, -1.20, -0.36], [-3.95, -1.44, -0.79], [-2.33, -1.43, 1.00], [-3.13, -1.99, 1.93], [-2.39, -2.13, 3.08], [-1.13, -1.63, 2.75], [-1.10, -1.20, 1.50], [-5.80, -1.76, -3.61], [-6.42, -0.80, -2.28], [-6.13, -2.52, -2.05], [-3.67, -0.79, -4.07], [-1.37, -0.38, -3.38], [-0.55, -2.66, -2.53], [1.00, -3.44, -4.23], [3.05, -3.19, -5.46], [4.40, -2.67, -4.43], [3.65, -1.54, -5.56], [3.77, -0.44, -3.05], [3.75, 1.58, -2.55], [4.34, 3.12, -0.41], [2.70, 2.18, 1.56], [-4.70, -1.73, -0.07], [-4.14, -2.27, 1.75], [-2.72, -2.52, 4.02], [-0.25, -1.60, 3.37], [-1.31, 2.38, -1.46], [-1.77, 2.89, -0.23], [-0.70, 3.60, 0.38], [0.40, 3.53, -0.49], [0.03, 2.78, -1.63], [-1.93, 1.92, -2.22], [-2.81, 2.90, 0.11], [-0.78, 4.22, 1.26], [1.33, 4.08, -0.38], [0.63, 2.63, -2.51], [2.74, 1.13, 7.48], [3.26, 0.57, 6.52], [4.38, 0.08, 6.37], [2.36, 0.49, 5.22], [2.80, -0.26, 4.13], [2.11, -0.21, 2.94], [1.00, 0.53, 2.78], [0.50, 1.17, 3.85], [1.16, 1.18, 5.07], [-0.89, 1.79, 3.65], [-1.41, 2.40, 4.57], [-1.42, 1.55, 2.51], [3.70, -0.85, 4.24], [2.43, -0.77, 2.07], [0.76, 1.74, 5.91]]}